# 1
52
Properties=species:S:1:pos:R:3 method="wB97M-V/def2-TZVPD" fmax_ev_per_a=2.740 total_charge=+1 molar_mass_g_mol=543.39 multiplicity=5 energy_ha=-1911.95151 homo_lumo_gap_ha="0.2282 / 0.1817" e_homo_ev="-9.5 / -10.7"
Rh -0.4041 0.5517 -0.2250
O 2.2521 -4.0165 1.0304
C 1.2476 -4.5831 0.3694
C 1.2598 -5.9742 0.2031
C 0.2064 -6.6055 -0.4156
C -0.8717 -5.8701 -0.9075
C -0.8629 -4.4910 -0.8273
C 0.1876 -3.8289 -0.1973
C 0.1730 -2.3641 -0.1266
O -0.3744 -1.6639 -1.0213
N 0.7612 -1.8261 0.9531
N 0.6398 -0.5284 1.0941
C 1.1158 0.0995 2.1953
C 0.8692 1.4592 2.3372
C 1.4210 2.2602 3.3762
C 1.1298 3.5933 3.4313
C 0.2700 4.1444 2.4638
C -0.2294 3.3261 1.4675
N 0.0453 2.0351 1.3893
H 2.0421 -3.0690 1.1880
H 2.1072 -6.5199 0.5850
H 0.2120 -7.6787 -0.5109
H -1.7108 -6.3790 -1.3527
H -1.6790 -3.9128 -1.2346
H 1.6550 -0.4795 2.9311
H 2.0747 1.7936 4.0956
H 1.5466 4.2216 4.2044
H -0.0127 5.1822 2.4993
H -0.8934 3.7208 0.7088
C 2.5237 3.2322 -2.1064
C 1.4075 2.3116 -1.7599
N 1.5619 1.2044 -1.1016
O 2.8419 0.9270 -0.6510
C 0.0436 2.6545 -2.0786
C -0.3141 3.7910 -2.9814
N -0.8695 1.9418 -1.4764
O -2.1044 2.0845 -1.4878
H 3.4841 2.7438 -1.9634
H 2.4859 4.0991 -1.4445
H 2.4311 3.5780 -3.1334
H 2.8908 -0.0283 -0.4980
H 0.1874 4.7040 -2.6685
H -1.3891 3.9438 -2.9525
H -0.0198 3.5877 -4.0089
S -4.9258 -0.1016 0.9953
C -4.5447 -0.8117 -0.5192
C -3.2069 -0.7721 -0.7406
N -2.4927 -0.1963 0.2646
C -3.2598 0.1973 1.2383
H -5.3168 -1.2009 -1.1515
H -2.6982 -1.1560 -1.6085
H -2.8937 0.6693 2.1300

***

# 2
54
Properties=species:S:1:pos:R:3 method="wB97M-V/def2-TZVPD" fmax_ev_per_a=3.036 total_charge=+3 molar_mass_g_mol=672.55 multiplicity=6 energy_ha=-2427.73795 homo_lumo_gap_ha="0.2221 / 0.1582" e_homo_ev="-15.8 / -17.1"
Ir 0.5997 0.3842 1.5181
N 2.5755 -0.7298 2.6756
N 2.5996 -0.4243 4.0520
C 1.6450 0.3468 4.5965
N 1.6655 0.7263 5.8557
N 0.6694 0.6762 3.7286
N -0.2622 1.6123 3.8930
O -0.4214 2.1960 4.9179
O -0.8978 1.7926 2.8471
H 2.5904 -1.7423 2.5338
H 3.3855 -0.3185 2.2079
H 3.3799 -0.7604 4.6125
H 2.3931 0.4615 6.5055
H 0.9205 1.3186 6.2161
Cl 3.7228 4.5696 2.2708
C 2.3440 4.5066 1.2864
C 1.8513 5.6557 0.6872
C 0.7264 5.6441 -0.1266
Cl 0.1812 7.0931 -0.8102
C 0.0425 4.4089 -0.3901
C -1.0887 4.2916 -1.2151
C -1.6682 3.0569 -1.4064
C -1.1218 1.9460 -0.7574
N -0.0662 2.0374 0.0243
C 0.5242 3.2276 0.2236
C 1.6795 3.2403 1.1124
O 2.0321 2.1934 1.7053
H 2.3517 6.5961 0.8654
H -1.4987 5.1708 -1.6892
H -2.5347 2.9369 -2.0381
H -1.5613 0.9661 -0.8815
C -1.3474 -4.7357 -5.1515
C -1.2765 -4.0163 -3.8748
C -2.3235 -4.0584 -2.9466
C -2.2680 -3.3829 -1.7352
C -3.4398 -3.4540 -0.8273
C -1.0885 -2.6245 -1.4167
C -1.0237 -1.9291 -0.1688
O -0.0894 -1.2164 0.2271
C -0.0070 -2.5850 -2.3434
C 1.2387 -1.8282 -2.0650
C -0.1322 -3.2636 -3.5499
H -2.3159 -5.1956 -5.3211
H -0.5756 -5.5111 -5.1900
H -1.0982 -4.0744 -5.9849
H -3.2060 -4.6315 -3.1877
H -4.2123 -4.1010 -1.2374
H -3.8821 -2.4658 -0.6795
H -3.1711 -3.8417 0.1564
H -1.8899 -2.0669 0.4899
H 1.7185 -2.2038 -1.1599
H 1.0239 -0.7718 -1.8919
H 1.9345 -1.9166 -2.8949
H 0.6728 -3.2059 -4.2682

***

# 3
55
Properties=species:S:1:pos:R:3 method="wB97M-V/def2-TZVPD" fmax_ev_per_a=2.361 total_charge=-1 molar_mass_g_mol=583.20 multiplicity=3 energy_ha=-3937.89507 homo_lumo_gap_ha="0.2018 / 0.2434" e_homo_ev="-2.8 / -4.0"
V 0.2976 -0.1751 -0.6313
N 1.3096 -1.9135 0.2890
C 1.5898 -1.6039 1.6637
C 2.8943 -1.6156 2.1281
C 3.1881 -1.1986 3.4200
C 2.1644 -0.7780 4.2521
C 0.8532 -0.7863 3.7824
C 0.5377 -1.1948 2.4942
C -0.8740 -1.2238 2.0013
C -1.8648 -1.6326 2.8979
C -3.1822 -1.7837 2.4916
C -3.4927 -1.5820 1.1556
C -2.4971 -1.1820 0.2706
C -1.1659 -0.9286 0.6493
H 2.1350 -2.1857 -0.2318
H 0.5766 -2.6044 0.1673
H 3.6893 -1.9280 1.4598
H 4.2138 -1.1985 3.7679
H 2.3785 -0.4415 5.2592
H 0.0544 -0.4374 4.4274
H -1.5937 -1.8725 3.9211
H -3.9428 -2.0917 3.1997
H -4.5027 -1.7484 0.7965
H -2.7557 -1.1016 -0.7855
N -0.3783 4.5560 0.1988
C -0.4160 3.0761 0.3598
C -1.3969 2.6857 1.4647
P -0.9609 2.3901 -1.2697
O -2.3493 1.6428 -1.0932
O -1.4566 3.6478 -2.0868
O 0.1028 1.5749 -1.9343
P 1.3260 2.4975 0.6667
O 1.5186 2.8610 2.2326
O 2.1966 3.3447 -0.1714
O 1.3881 0.9655 0.6238
H -1.3861 4.4258 -1.4981
H 0.5141 4.7827 -0.2380
H -0.3383 4.9686 1.1246
H -2.4238 2.9179 1.1837
H -1.1419 3.2334 2.3745
H -1.3415 1.6184 1.6829
H -2.2714 0.7003 -0.8546
H 1.5323 2.0440 2.7433
Cl -2.4308 -1.7300 -3.9403
C -0.7158 -1.7573 -4.3020
C -0.2936 -2.1233 -5.5617
C 1.0616 -2.1434 -5.8906
C 1.9828 -1.7440 -4.9238
C 1.5478 -1.3775 -3.6742
Cl 2.7004 -0.7665 -2.4874
C 0.1767 -1.4082 -3.2432
N -0.1485 -1.1376 -1.9980
H -1.0383 -2.3908 -6.3031
H 1.3876 -2.4420 -6.8783
H 3.0417 -1.7043 -5.1527